{
  "formula": "C49H100F3N7O5P",
  "method": "ωB97M-V with the def2-TZVPD basis set",
  "max_force_ev_per_a": 4.70,
  "homo_energy_ev": -8.833,
  "relative_energy_kj_mol": 167.3,
  "charge": 1,
  "e_lumo_ev": -1.9,
  "gap_ev": 6.9,
  "symbols": ["H", "C", "H", "F", "H", "C", "H", "H", "C", "H", "C", "H", "H", "C", "C", "H", "H", "H", "H", "O", "H", "H", "H", "C", "C", "C", "H", "H", "C", "H", "C", "O", "H", "H", "C", "H", "H", "H", "C", "C", "H", "H", "C", "H", "C", "H", "C", "C", "H", "H", "N", "C", "H", "H", "H", "H", "H", "H", "H", "H", "H", "N", "H", "H", "C", "H", "H", "C", "C", "C", "C", "H", "C", "O", "H", "H", "C", "H", "N", "H", "C", "H", "C", "H", "C", "H", "O", "H", "H", "H", "H", "H", "F", "H", "C", "H", "H", "H", "O", "H", "H", "H", "C", "H", "H", "N", "C", "C", "H", "C", "H", "H", "C", "H", "N", "H", "C", "H", "H", "C", "H", "H", "H", "H", "H", "H", "H", "C", "C", "H", "H", "H", "H", "H", "C", "H", "H", "H", "C", "H", "H", "H", "H", "C", "H", "C", "C", "H", "H", "H", "C", "H", "C", "N", "N", "H", "P", "F", "C", "H", "H", "C", "H", "H", "C"],
  "xyz": [[0.416484, -4.909338, -2.407082], [5.964373, 2.803172, 2.917362], [-4.025792, -0.148938, -1.922281], [-0.141267, 10.340926, 2.268274], [5.052610, 1.826163, 4.685925], [-1.722647, -6.273552, -6.907408], [-9.063259, -9.868337, -5.194852], [-5.949109, -10.061768, -6.901138], [5.798174, 6.727674, 6.177709], [1.888801, -5.955488, -0.535522], [-2.433378, 2.429685, 1.205303], [-1.184812, -9.675258, -6.154085], [1.167046, 9.796134, 0.231164], [-7.568906, -10.002313, -8.296964], [1.505732, 6.425484, 1.131192], [0.780169, -6.626377, -2.519320], [-0.800184, -6.117915, -1.960843], [4.043689, 5.272059, 7.533029], [6.940228, 2.385311, 2.593413], [3.968202, 3.805635, 0.906824], [-1.692391, -3.353416, -0.658351], [5.472722, 8.371134, 9.788492], [-2.118473, 4.521971, 1.976437], [-4.236239, 0.216639, 2.572043], [2.327836, 3.913056, 3.758304], [0.888015, -2.417577, 0.995707], [-3.097348, -6.644754, -3.165458], [5.118239, 3.229051, -2.046643], [2.529724, 2.444191, 3.408512], [0.491942, -6.838996, -0.012707], [5.312773, 7.292516, 9.889795], [1.277218, 5.223773, -1.746059], [-3.145338, 0.197081, 2.779021], [5.024758, 1.924268, -0.756332], [-7.043150, -10.012869, -6.859224], [3.681148, 5.352624, 9.219425], [3.328277, 7.572403, 2.748630], [-0.514469, 3.938414, -1.708793], [0.219960, 5.955601, -2.607988], [-6.967756, -6.515251, -5.409647], [-2.786073, -8.237843, -8.351469], [-2.142592, 3.212379, 3.182331], [4.513410, 5.413614, 8.512749], [-8.005532, -6.233083, -5.222229], [-2.980901, -6.354863, -4.212205], [-3.905239, -5.867358, -4.529189], [0.739112, 8.868846, 0.671656], [-9.848355, -8.379855, -6.534253], [6.818179, 2.342176, 4.873742], [0.460314, 7.001786, -2.377076], [-2.648739, -7.312922, -6.485089], [0.997167, -3.520068, -0.048941], [0.276932, -5.494094, -6.669132], [-0.220068, 8.675820, 0.159787], [6.313036, 1.904560, -1.998966], [0.252152, -7.155060, -7.225857], [2.061305, -3.660546, -0.261656], [0.534228, -3.170844, -0.983404], [2.272847, 0.195436, 3.325894], [4.396904, 7.201124, 10.480295], [0.018994, 2.485362, 1.380061], [5.073661, 6.755516, 8.555564], [3.939469, 6.093177, 3.515063], [1.753756, 7.469738, -0.714437], [-2.692247, -7.585741, -5.058294], [-2.059842, -5.324028, -6.481027], [4.987163, 3.308605, 8.417860], [2.342524, 1.272308, 3.173620], [5.459529, 4.234008, 8.758781], [-6.851792, -7.626306, -6.442431], [-0.234069, 3.264126, 2.124326], [-1.816623, -6.129893, -7.987625], [-0.632530, 5.646530, -0.069179], [-3.413535, -0.951743, 0.460747], [7.068972, 6.466698, 7.886070], [-0.149762, -2.136909, 1.188007], [-2.000989, -4.258975, -0.134084], [1.347949, -2.721924, 1.938884], [0.446778, -4.790831, 0.387872], [-7.345664, -10.947233, -6.377393], [5.690226, 2.570013, -1.366978], [5.168290, 2.203076, 2.437201], [-2.652305, -8.518524, -7.302591], [-0.576167, -9.066077, -7.702503], [1.756662, 7.718724, 0.369391], [7.568445, 3.561393, -1.023033], [5.876100, 4.225939, 2.664963], [-3.553730, -9.087931, -7.048771], [5.634511, 5.660946, 6.005317], [3.308815, 4.299097, 4.081478], [-10.104887, -9.142779, -7.267960], [-6.450688, -5.623287, -5.770104], [1.681677, 9.328188, 2.845389], [-2.915240, -4.020196, 0.413891], [-0.081965, 4.934392, -1.425610], [0.569771, 5.437220, -3.512010], [-2.169010, -5.625943, -4.256633], [-6.510011, -6.809243, -4.462553], [6.152691, 4.660984, -0.030535], [6.403154, 4.334430, 8.219647], [-1.691531, -10.416151, -7.666171], [-4.362473, 2.690799, 2.319510], [0.464339, 5.501448, 0.985554], [-7.311770, -7.287962, -7.382234], [-7.414236, -9.041992, -8.790671], [2.252239, 5.827833, 2.166072], [6.481492, 6.716283, 10.692452], [0.523414, 9.151010, 2.164962], [1.651071, 3.988510, 4.640294], [-1.452436, -9.462351, -7.189907], [6.411643, 8.084087, 7.686709], [-1.899966, 1.471870, 1.415943], [6.650800, 3.362948, -0.426508], [-7.042242, -10.758257, -8.884589], [0.576847, 4.468693, 1.895628], [6.615300, 7.039148, 5.523307], [-3.745034, 0.665364, -1.224184], [-4.298792, 1.601468, -1.423615], [1.406080, -1.522123, 0.641736], [0.795578, -5.901610, -0.487011], [-2.655683, 0.823301, -1.397542], [4.258121, 6.701547, 0.468022], [-1.574489, 5.127764, 0.165698], [5.678780, 4.103633, 9.817014], [-4.677126, -0.795815, 2.618887], [-1.217647, -5.762799, 1.188587], [-9.541215, -7.477795, -7.065862], [0.260915, -5.873670, -1.920693], [4.577149, 6.365675, 1.470638], [7.400695, 6.657184, 10.108058], [0.055819, 2.859749, 3.113877], [-8.840125, -8.245832, -4.651236], [6.253589, 5.725783, 11.085382], [-4.751457, 0.811207, 3.354788], [-0.936120, -4.764044, 0.843403], [-2.233935, 2.649408, 0.130399], [-3.495694, -8.304308, -4.868614], [-8.628785, -10.251388, -8.342188], [1.693634, 4.702192, 2.616742], [-1.763214, -8.053519, -4.700978], [6.972048, 2.712945, 0.409305], [-0.760317, 6.710531, -0.331526], [-4.494257, 2.872103, 0.568461], [5.819228, 2.592954, 4.475527], [5.453116, 6.991044, 1.758569], [-3.979261, 2.279304, 1.359545], [-0.241384, -6.450236, -6.558164], [-10.767184, -8.141055, -5.992593], [-5.785416, -7.764453, -6.649192], [4.899610, 7.272893, 5.875753], [-1.787238, 3.485607, 2.163340], [6.684773, 7.357227, 11.553014], [6.157119, 7.022293, 7.625672], [-7.400731, -8.896095, -5.996039], [-4.477321, 0.887363, 1.276690], [-2.265049, -5.014248, -0.873928], [5.157544, 4.620148, 1.254931], [-0.273523, 8.224199, 2.743511], [3.494912, 6.488297, 2.585455], [2.768382, 8.136650, 0.555656], [-0.090741, -6.783775, -5.529925], [-8.784742, -8.871046, -5.547192], [-0.984963, -4.146425, 1.745308], [5.454193, 3.550939, 4.895563], [-3.872113, 0.150617, 0.227371]],
  "forces_ev_per_a": [[-0.01, 0.00, 0.04], [0.02, -1.47, 1.73], [-0.10, 0.54, 0.58], [0.31, -0.74, 0.11], [0.63, 0.21, 0.00], [0.01, 0.28, 0.14], [0.18, -0.05, -0.12], [-0.01, 0.14, 0.04], [-0.01, -0.08, -0.16], [-0.01, 0.14, 0.05], [-0.07, 0.25, 0.08], [-0.02, 0.04, -0.01], [-0.38, -0.53, 0.33], [-0.06, -0.17, -0.10], [-1.46, -2.80, 0.68], [0.01, 0.02, 0.02], [0.00, 0.09, -0.03], [0.07, 0.07, -0.04], [-0.49, 0.64, 0.03], [0.33, -0.24, 0.80], [-0.01, 0.01, 0.04], [0.02, -0.04, -0.15], [0.28, -0.50, 0.05], [-0.52, 0.19, 0.51], [-0.27, -1.46, -0.36], [-0.10, 0.11, 0.05], [0.01, -0.02, -0.04], [0.24, -0.27, 0.56], [-1.26, 0.59, 0.08], [-0.12, 0.11, 0.08], [0.07, 0.26, 0.07], [-1.87, -0.38, 0.92], [-0.58, -0.31, 0.09], [0.12, 0.58, -0.59], [0.23, -0.03, -0.04], [0.10, 0.18, 0.08], [-0.31, -0.76, -0.01], [0.69, 0.92, 0.36], [2.74, -3.14, 2.18], [-0.06, 0.06, 0.02], [0.07, 0.15, 0.05], [0.25, 0.37, -0.57], [-0.03, -0.13, -0.23], [0.02, -0.02, 0.03], [0.05, 0.10, 0.03], [0.04, -0.01, -0.06], [0.80, -0.21, -0.37], [-0.19, -0.07, 0.01], [-0.74, 0.09, 0.22], [-1.09, -0.25, -0.60], [-0.18, -0.06, -0.28], [-0.06, 0.05, 0.04], [-0.03, -0.02, 0.01], [0.28, 0.22, 0.63], [-0.29, 0.34, 0.36], [0.01, -0.06, 0.10], [-0.07, -0.19, -0.07], [0.03, 0.12, -0.04], [0.05, 0.73, -0.66], [-0.04, -0.13, -0.12], [0.05, 0.58, 0.24], [-0.25, 0.12, 0.15], [-0.62, 0.03, -0.38], [-0.12, 0.18, 0.71], [0.02, 0.08, 0.09], [-0.04, -0.08, 0.09], [0.01, 0.03, 0.00], [0.53, 0.00, 1.12], [-0.08, -0.18, 0.05], [-0.01, 0.08, 0.04], [-0.94, -0.14, 0.32], [-0.09, -0.20, 0.01], [1.52, -1.62, -1.46], [-0.21, 0.18, -0.13], [0.09, 0.01, -0.09], [0.01, -0.02, 0.01], [-0.19, -0.11, 0.00], [-0.05, -0.07, -0.03], [0.10, -0.27, 0.12], [-0.12, 0.10, 0.08], [0.27, -0.24, 0.57], [0.26, 0.83, -0.17], [-0.18, -0.16, 0.03], [0.02, 0.00, 0.08], [0.28, 0.10, 0.23], [-0.54, 0.18, 0.60], [-0.35, 0.05, -1.91], [0.01, 0.08, 0.13], [0.00, 0.02, 0.00], [-0.57, 0.22, -0.44], [0.04, 0.07, -0.07], [-0.01, -0.04, -0.02], [-0.62, -0.79, -0.16], [0.05, 0.05, -0.02], [0.23, 2.78, -1.19], [-1.43, 1.16, -0.47], [-0.03, 0.01, 0.00], [-0.05, -0.05, -0.02], [-0.18, -0.12, 2.09], [-0.01, 0.04, 0.00], [-0.02, 0.02, 0.02], [0.46, -0.25, -0.55], [-0.79, 1.75, -1.27], [0.03, 0.10, -0.05], [-0.01, 0.00, 0.04], [0.27, 1.76, -0.06], [-0.02, -0.05, 0.17], [-0.99, 1.31, -1.06], [0.43, -0.23, -0.48], [0.08, -0.10, -0.16], [-0.05, -0.03, 0.20], [-0.62, 0.45, -0.11], [0.70, -0.88, -1.91], [0.01, 0.02, 0.02], [1.26, 0.42, 0.75], [0.00, -0.03, 0.04], [0.20, 0.34, 0.45], [0.24, -0.54, -0.01], [0.00, -0.04, -0.04], [0.27, -0.03, -0.07], [-0.72, 0.04, 0.12], [0.01, -0.28, 0.53], [0.36, 0.63, 0.09], [0.10, 0.03, -0.04], [0.51, 0.54, -0.31], [0.20, -0.06, -0.12], [0.04, -0.02, 0.02], [-0.08, -0.20, -0.11], [1.51, -0.34, 0.35], [-0.03, 0.00, -0.01], [0.04, 0.32, -0.74], [0.09, 0.05, -0.06], [0.07, -0.01, -0.05], [0.36, -0.24, -0.46], [-0.15, 0.23, 0.18], [0.13, 0.03, 0.71], [0.06, -0.08, -0.20], [0.00, 0.09, -0.02], [1.27, 0.48, 0.04], [0.01, -0.03, 0.11], [-0.34, 0.61, -0.12], [-0.22, -0.64, 0.44], [0.43, -0.31, 0.48], [0.10, 0.44, -1.07], [-0.60, -0.25, -0.12], [-0.69, 0.59, -0.43], [0.15, 0.08, -0.12], [0.04, 0.00, 0.00], [-0.05, -0.17, -0.07], [-0.02, -0.02, 0.09], [-0.13, -0.98, -0.06], [-0.01, 0.00, -0.04], [-0.02, -0.09, -0.02], [0.09, -0.30, 0.09], [1.29, -0.09, -0.24], [0.06, 0.06, -0.07], [-1.31, 0.56, -1.18], [0.93, 0.23, 0.17], [1.30, 0.24, -0.44], [-0.62, -0.50, 0.10], [-0.04, -0.01, 0.00], [-0.11, 0.22, 0.20], [0.09, 0.05, -0.05], [0.36, -0.51, 0.00], [0.10, -0.74, -0.24]]
}